{
  "formula": "C5H7BrNP",
  "method": "ωB97M-V/def2-TZVPD",
  "elements": ["C", "C", "C", "C", "C", "N", "P", "Br", "H", "H", "H", "H", "H", "H", "H"],
  "coordinates": [[-0.95853, -0.62781, 0.02304], [-1.82535, 1.54540, 0.13607], [-2.03509, 0.15083, 0.06203], [0.32457, 0.70429, -0.02944], [2.02404, -1.45676, 0.05341], [-0.48404, 1.77702, 0.14350], [1.99848, 0.29841, 0.45795], [-3.86721, -0.50625, -0.03069], [-0.89229, -1.73273, 0.04393], [-2.64229, 2.25248, 0.07100], [1.48446, -1.57296, -0.94036], [1.38117, -2.14983, 0.68298], [2.92491, -2.00267, -0.11563], [-0.00296, 2.66380, 0.33644], [2.57013, 0.65678, -0.89422]],
  "e_tot_ha": -3164.6352,
  "homo_energy_ha": [-0.194, -0.336],
  "de_lowest_kj_mol": 0.0,
  "lumo_energy_ev": [0.8, -1.3],
  "total_charge": 0,
  "spin_multiplicity": 3
}



{
  "formula": "C14H23ClFN2O3",
  "method": "ωB97M-V/def2-TZVPD",
  "elements": ["C", "C", "C", "C", "C", "C", "O", "C", "O", "O", "H", "H", "H", "H", "H", "H", "H", "H", "H", "Cl", "C", "N", "C", "C", "N", "F", "C", "C", "C", "C", "H", "H", "H", "H", "H", "H", "H", "H", "H", "H", "H", "H", "H", "H"],
  "coordinates": [[2.28348, 0.61297, -0.54416], [1.14254, -0.33198, -0.60600], [-0.29659, 0.10605, -1.04420], [-1.03220, -1.27246, -0.90623], [-2.44379, -1.22948, -1.40013], [-2.86313, 0.18755, -1.20362], [-2.17878, 0.96335, -2.33061], [-0.82100, 0.87842, -2.30098], [-0.09967, 1.57393, -3.00516], [1.29478, -1.47513, -0.11706], [2.12266, 1.43614, 0.16272], [3.14938, 0.01605, -0.20017], [2.42665, 1.04498, -1.53139], [-0.47407, -1.87773, -1.62283], [-0.85502, -1.68965, 0.08978], [-2.46900, -1.50380, -2.46686], [-3.03159, -2.00443, -0.88828], [-3.93582, 0.30036, -1.16731], [-2.37261, 0.66240, -0.31256], [2.03082, -1.29264, 7.99138], [1.00036, -2.32517, 6.89919], [0.82143, -1.71131, 5.58573], [0.05150, -0.35177, 5.65159], [-0.15749, 0.14434, 4.24566], [0.44786, -0.80444, 3.29369], [-0.57770, 1.18693, -0.19824], [-0.24896, -2.09125, 3.36478], [-0.05129, -2.66049, 4.72639], [1.89980, -0.90460, 3.47810], [2.17012, -1.51677, 4.82551], [1.53533, -3.27639, 6.74752], [0.03761, -2.43617, 7.36545], [-0.89473, -0.58164, 6.12312], [0.67594, 0.32831, 6.23768], [-1.22388, 0.21212, 3.98927], [0.27382, 1.14862, 4.08407], [-1.29791, -1.87827, 3.14352], [0.12099, -2.71297, 2.54578], [0.48858, -3.60794, 4.69021], [-0.99330, -2.73571, 5.25313], [2.28858, -1.48950, 2.63317], [2.32900, 0.10856, 3.37095], [2.77562, -0.86724, 5.44781], [2.59162, -2.51849, 4.71706]],
  "e_tot_ha": -1442.2187,
  "homo_energy_ha": -0.453,
  "de_lowest_kj_mol": 0.0,
  "lumo_energy_ev": -2.7,
  "total_charge": 1,
  "spin_multiplicity": 1
}



{
  "formula": "C26H104O26",
  "method": "ωB97M-V/def2-TZVPD",
  "elements": ["C", "O", "H", "H", "H", "H", "C", "O", "H", "H", "H", "H", "C", "O", "H", "H", "H", "H", "C", "O", "H", "H", "H", "H", "C", "O", "H", "H", "H", "H", "C", "O", "H", "H", "H", "H", "C", "O", "H", "H", "H", "H", "C", "O", "H", "H", "H", "H", "C", "O", "H", "H", "H", "H", "C", "O", "H", "H", "H", "H", "C", "O", "H", "H", "H", "H", "C", "O", "H", "H", "H", "H", "C", "O", "H", "H", "H", "H", "C", "O", "H", "H", "H", "H", "C", "O", "H", "H", "H", "H", "C", "O", "H", "H", "H", "H", "C", "O", "H", "H", "H", "H", "C", "O", "H", "H", "H", "H", "C", "O", "H", "H", "H", "H", "C", "O", "H", "H", "H", "H", "C", "O", "H", "H", "H", "H", "C", "O", "H", "H", "H", "H", "C", "O", "H", "H", "H", "H", "C", "O", "H", "H", "H", "H", "C", "O", "H", "H", "H", "H", "C", "O", "H", "H", "H", "H"],
  "coordinates": [[-2.31572, 4.08229, 4.11372], [-1.23624, 3.43776, 3.45923], [-2.05881, 4.95784, 4.69431], [-3.07530, 4.42788, 3.42459], [-2.80388, 3.36045, 4.78876], [-0.87838, 4.05203, 2.81591], [5.09661, 4.94551, -0.90094], [4.90255, 3.59050, -0.59553], [5.76744, 5.11081, -1.72878], [4.18157, 5.48861, -1.16336], [5.53219, 5.35918, -0.00156], [4.54489, 3.20206, -1.37393], [-2.91663, 0.34846, -2.73349], [-4.01803, -0.46983, -2.25307], [-1.96436, -0.22811, -2.76632], [-3.08726, 0.60794, -3.78718], [-2.84119, 1.27254, -2.23250], [-3.87446, -0.56559, -1.29726], [2.01776, 3.30136, -2.53694], [2.51378, 2.03183, -2.73336], [1.78598, 3.50323, -1.52270], [2.75960, 4.06472, -2.81212], [1.11649, 3.52235, -3.14280], [2.16952, 1.52740, -1.98172], [4.32029, -2.39763, 2.08666], [3.27939, -1.55559, 1.57767], [5.01875, -2.69073, 1.28919], [4.84222, -1.77838, 2.89391], [3.97289, -3.23715, 2.69687], [2.68018, -2.11294, 1.05825], [0.94213, 5.01033, 0.73913], [0.46965, 5.34845, 2.02486], [1.22089, 3.95767, 0.59312], [0.21485, 5.17426, -0.03206], [1.76666, 5.64489, 0.43532], [1.28611, 5.32032, 2.62522], [2.62578, 1.76408, 2.81878], [1.76773, 0.64767, 2.61263], [3.04562, 1.66165, 3.84126], [3.30254, 1.83069, 1.92634], [1.90385, 2.58135, 2.73060], [2.32721, -0.09771, 2.34261], [-4.23472, 0.04033, 0.97366], [-3.26742, -0.69729, 0.27327], [-5.25647, -0.34605, 1.03171], [-3.86268, 0.30623, 1.96979], [-4.37883, 0.89185, 0.29939], [-3.24643, -1.58865, 0.68092], [-1.28162, -3.08897, -1.87247], [0.02450, -3.46077, -2.25347], [-1.40157, -1.95106, -1.81522], [-2.07200, -3.49108, -2.53548], [-1.48201, -3.42855, -0.80633], [0.21429, -2.97886, -3.09540], [-0.57360, -1.68062, -5.55265], [0.18079, -1.62668, -4.38999], [-1.57206, -1.92216, -5.27791], [-0.55418, -0.71240, -6.08610], [-0.13649, -2.37867, -6.31472], [1.06720, -1.68976, -4.69906], [0.19075, -4.18556, 3.03261], [-0.83038, -4.44813, 1.98632], [-0.33558, -4.00294, 3.92125], [0.90670, -4.99175, 3.17376], [0.72439, -3.23065, 2.77073], [-0.67793, -5.27230, 1.46400], [0.11981, -6.87543, -0.67704], [-0.60825, -6.89173, 0.49035], [-0.24551, -7.61400, -1.37890], [-0.05140, -5.89023, -1.11475], [1.25281, -7.03894, -0.50096], [-0.57749, -7.76554, 0.86115], [-3.88286, -3.97734, 0.39478], [-3.07803, -3.23547, 1.27543], [-3.23999, -4.56365, -0.27030], [-4.63149, -4.58157, 0.87481], [-4.36514, -3.27604, -0.31934], [-2.20753, -3.71340, 1.49910], [-0.27633, 1.90041, 6.32469], [0.85915, 2.30105, 5.46880], [-0.66071, 2.79125, 6.81648], [-1.03486, 1.29344, 5.85197], [0.13150, 1.18264, 7.04111], [0.43894, 2.63271, 4.61516], [-6.57540, 2.25773, -5.81250], [-5.83220, 1.08685, -5.91012], [-7.12547, 2.38662, -4.89316], [-5.80796, 3.10120, -5.89945], [-7.32371, 2.55877, -6.60840], [-6.30673, 0.34935, -5.51769], [3.16810, -4.21982, -0.69204], [2.03205, -3.43031, -0.32769], [2.85878, -5.07873, -1.33626], [3.95990, -3.63809, -1.28796], [3.63728, -4.61998, 0.14978], [1.35960, -3.36112, -1.05131], [5.78161, -2.86420, -5.10656], [5.83988, -1.51218, -4.53486], [5.46418, -3.49926, -4.26956], [5.17085, -2.96106, -5.93614], [6.80918, -3.16933, -5.39763], [5.01421, -1.02936, -4.73634], [3.08827, 0.22698, -5.52290], [3.14213, -0.96204, -4.62053], [4.01628, 0.88234, -5.31046], [3.02032, -0.06064, -6.57435], [2.17908, 0.79736, -5.24320], [3.22694, -0.59586, -3.73278], [3.38990, 6.35485, 4.01699], [2.67695, 5.19306, 3.60578], [4.41606, 6.30028, 3.64846], [2.90676, 7.11824, 3.54950], [3.35093, 6.43075, 5.10509], [2.84598, 4.47804, 4.26526], [-1.56037, -0.52066, 2.89102], [-2.21803, 0.71272, 3.17564], [-1.16183, -0.58992, 1.90112], [-0.75130, -0.66457, 3.55433], [-2.27274, -1.30481, 2.91109], [-1.63799, 1.47923, 3.17205], [-5.16911, 1.31388, 5.55004], [-3.73868, 1.17824, 5.80721], [-5.65219, 0.38124, 5.88658], [-5.63129, 2.08245, 6.11955], [-5.28624, 1.47269, 4.46074], [-3.37063, 0.85714, 4.92527], [5.60517, 0.20217, -0.91870], [4.99835, -0.70605, -1.87204], [6.18553, -0.41570, -0.26054], [6.19749, 1.01011, -1.29166], [4.75055, 0.68920, -0.37141], [5.58320, -0.88592, -2.65914], [3.71079, 3.65004, 7.14168], [2.72801, 4.14149, 6.17193], [3.21806, 3.63185, 8.12272], [4.13573, 2.61569, 6.88197], [4.53702, 4.38735, 7.19608], [2.01987, 3.47442, 6.12103], [-4.90574, -3.46165, -4.29054], [-3.62654, -2.84454, -3.97431], [-4.90495, -4.50028, -3.83833], [-5.80729, -2.97938, -3.85342], [-4.99130, -3.41089, -5.37389], [-3.78394, -2.08096, -3.39286], [0.32409, -0.07153, -0.41426], [1.21084, 1.10834, -0.38935], [0.89160, -0.95071, -0.09310], [-0.55704, 0.11914, 0.16947], [0.05365, -0.26609, -1.45920], [1.73168, 0.99736, 0.43363], [-7.64899, -0.97013, -3.00767], [-6.51329, -0.46291, -3.69792], [-8.34789, -0.14043, -2.82021], [-8.11010, -1.79735, -3.63177], [-7.30332, -1.36030, -1.99805], [-5.70663, -0.38653, -3.12826]],
  "e_tot_ha": -3008.8022,
  "homo_energy_ha": -0.351,
  "de_lowest_kj_mol": 747.3,
  "lumo_energy_ev": 0.4,
  "total_charge": 0,
  "spin_multiplicity": 1
}



{
  "formula": "C36H31Cl3N2O3P2ScTe",
  "method": "ωB97M-V/def2-TZVPD",
  "elements": ["Sc", "Te", "C", "C", "C", "N", "C", "C", "C", "P", "C", "C", "C", "C", "C", "C", "C", "C", "C", "C", "C", "C", "P", "C", "C", "C", "C", "C", "C", "C", "C", "C", "C", "C", "C", "H", "H", "H", "H", "H", "H", "H", "H", "H", "H", "H", "H", "H", "H", "H", "H", "H", "H", "H", "H", "H", "H", "H", "H", "C", "C", "C", "O", "C", "O", "O", "H", "H", "H", "H", "H", "H", "H", "Cl", "C", "Cl", "Cl", "C", "N"],
  "coordinates": [[-0.19388, 0.57118, -0.13632], [-0.22269, 5.13347, -0.27697], [0.80172, 5.57212, -2.08732], [0.14766, 5.57320, -3.31366], [0.88677, 5.78982, -4.46783], [2.19981, 6.01255, -4.47168], [2.80919, 6.06306, -3.29073], [2.16058, 5.85586, -2.07909], [-0.25320, 3.04084, -0.35513], [2.30781, 1.84902, 0.00139], [1.95386, 1.42740, -1.74773], [1.97738, 0.06660, -2.07756], [1.64854, -0.36531, -3.35964], [1.31457, 0.56902, -4.32447], [1.30845, 1.92688, -4.01742], [1.61346, 2.35546, -2.73946], [3.31109, 3.34778, -0.08083], [3.25479, 4.24908, 0.98224], [4.14702, 5.30713, 1.03648], [5.11491, 5.45380, 0.04928], [5.18269, 4.54857, -0.99953], [4.28041, 3.49619, -1.06872], [-1.83294, 2.31765, 0.22450], [-3.47430, 3.08725, 0.48315], [-4.57707, 2.67716, -0.26676], [-5.82708, 3.23534, -0.04716], [-5.98836, 4.23381, 0.90220], [-4.89367, 4.66671, 1.63558], [-3.64659, 4.09354, 1.43581], [-2.13953, 1.74303, -1.64068], [-2.11424, 2.52437, -2.80746], [-2.18929, 1.94558, -4.05449], [-2.22583, 0.55111, -4.20068], [-2.22161, -0.24697, -3.08160], [-2.19754, 0.36075, -1.81441], [-0.92091, 5.42362, -3.37916], [0.39966, 5.78853, -5.43755], [3.87444, 6.26655, -3.30977], [2.71812, 5.89574, -1.15193], [2.31094, -0.65242, -1.33343], [1.68159, -1.41928, -3.60524], [1.06883, 0.24336, -5.32704], [1.05724, 2.65579, -4.77711], [1.60255, 3.40784, -2.50703], [2.50521, 4.13158, 1.75556], [4.09178, 6.01481, 1.85299], [5.81698, 6.27564, 0.10019], [5.93559, 4.66137, -1.76848], [4.33656, 2.79602, -1.89388], [-4.47076, 1.91140, -1.02259], [-6.67465, 2.89274, -0.62617], [-6.96173, 4.67770, 1.06424], [-5.00620, 5.45742, 2.36566], [-2.80553, 4.45612, 2.00911], [-2.06094, 3.60116, -2.71609], [-2.21522, 2.57304, -4.93783], [-2.27258, 0.11085, -5.18815], [-2.27051, -1.32574, -3.17181], [-2.37684, -0.26129, -0.92962], [-2.71697, 0.50788, 2.93789], [-1.30676, 1.05639, 2.87993], [-0.61205, 1.09076, 4.21694], [-0.49346, 0.18637, 1.97127], [-1.30289, 2.44715, 2.16637], [-0.86100, 3.40210, 2.75586], [0.79169, 2.34286, 0.53287], [-2.76134, -0.40587, 3.53311], [-3.09671, 0.30329, 1.93607], [-3.37609, 1.24825, 3.39481], [-0.59414, 0.09619, 4.67158], [-1.15241, 1.75798, 4.88648], [0.40177, 1.47634, 4.11793], [-0.07135, -0.49558, 2.50800], [1.66706, -4.45045, -1.87471], [0.15857, -4.28660, -0.97685], [-1.22775, -4.70901, -1.97583], [0.19154, -5.22560, 0.51016], [0.02288, -2.86625, -0.60851], [-0.08923, -1.76307, -0.33068]],
  "e_tot_ha": -4817.3677,
  "homo_energy_ha": -0.343,
  "de_lowest_kj_mol": 499.8,
  "lumo_energy_ev": -3.3,
  "total_charge": 1,
  "spin_multiplicity": 1
}